# 1
{
  "formula": "C5H15NO",
  "method": "ωB97M-V with the def2-TZVPD basis set",
  "charge": 0,
  "de_lowest_kcal_mol": 64.2,
  "multiplicity": 1,
  "e_lumo_ev": 0.82,
  "e_tot_ev": -8963.5760,
  "homo_lumo_gap_ev": 9.2809,
  "smiles": "CCCN(C)C.O",
  "elements": ["C", "C", "C", "N", "C", "C", "H", "H", "H", "H", "H", "H", "H", "H", "H", "H", "H", "H", "H", "O", "H", "H"],
  "positions_angstrom": [[-0.48673, -1.84100, 1.75041], [0.18239, -1.87587, 0.40444], [0.64882, -0.45247, -0.11349], [-0.10625, 0.02669, -1.30228], [-1.44182, 0.63921, -0.80359], [0.74033, 1.11756, -1.99598], [-0.77110, -2.82318, 2.15688], [0.06398, -1.16796, 2.42618], [-1.47929, -1.36341, 1.62731], [-0.27714, -2.42156, -0.43164], [1.18225, -2.30358, 0.35203], [1.69729, -0.65318, -0.35225], [0.58877, 0.33489, 0.67075], [-2.06575, 0.19327, -1.57170], [-1.50151, 1.69266, -1.10643], [-1.65460, 0.39108, 0.22914], [-0.09823, 1.67324, -2.41738], [1.14286, 1.81031, -1.25902], [1.43335, 0.53996, -2.59945], [0.71385, 2.35390, 1.15262], [1.09225, 1.46735, 1.17560], [0.39628, 2.66209, 2.00785]],
  "nbo_charge": [-0.615, -0.428, -0.197, -0.432, -0.451, -0.432, 0.220, 0.205, 0.200, 0.223, 0.199, 0.190, 0.124, 0.209, 0.194, 0.201, 0.197, 0.190, 0.208, -0.952, 0.466, 0.480]
}

---

# 2
{
  "formula": "C12H15N5O2S3",
  "method": "ωB97M-V with the def2-TZVPD basis set",
  "charge": 0,
  "de_lowest_kcal_mol": 5.3,
  "multiplicity": 1,
  "e_lumo_ev": 0.49,
  "e_tot_ev": -56738.9669,
  "homo_lumo_gap_ev": 8.5771,
  "smiles": "CCCC(=O)Nc1nnc(SCC(=O)Nc2nc(C)cs2)s1",
  "elements": ["C", "C", "C", "C", "O", "N", "C", "N", "N", "C", "S", "C", "C", "O", "N", "C", "N", "C", "C", "C", "S", "S", "H", "H", "H", "H", "H", "H", "H", "H", "H", "H", "H", "H", "H", "H", "H"],
  "positions_angstrom": [[-3.79602, -2.94080, -3.31835], [-4.18758, -1.53418, -3.75309], [-4.81754, -0.74059, -2.60083], [-3.84940, -0.55695, -1.45891], [-3.94505, -1.08508, -0.37496], [-2.80006, 0.28014, -1.74525], [-1.83345, 0.56557, -0.82231], [-0.84259, 1.35799, -1.04895], [-0.03254, 1.49524, -0.00498], [-0.39623, 0.81149, 1.02682], [0.43926, 0.74940, 2.52967], [1.75945, 2.00641, 2.35834], [2.11895, 2.46804, 0.96618], [2.02183, 3.62269, 0.63496], [2.70285, 1.55201, 0.11986], [2.85547, 0.20742, 0.29303], [2.85603, -0.41992, 1.41273], [3.02363, -1.76321, 1.25750], [3.02709, -2.63101, 2.46578], [3.17161, -2.16689, -0.03030], [3.08654, -0.82528, -1.11744], [-1.86739, -0.13336, 0.78419], [-4.66743, -3.48537, -2.96325], [-3.06714, -2.90642, -2.51197], [-3.36288, -3.48855, -4.15163], [-4.91173, -1.59270, -4.56797], [-3.30640, -1.00992, -4.13062], [-5.13937, 0.24057, -2.95654], [-5.68566, -1.27843, -2.21839], [-2.71609, 0.73967, -2.64069], [1.43639, 2.88032, 2.92507], [2.62781, 1.54071, 2.82538], [2.83487, 1.90246, -0.82166], [2.09623, -2.49433, 3.01314], [3.84628, -2.34550, 3.12330], [3.13579, -3.67456, 2.18579], [3.32431, -3.15673, -0.40791]],
  "nbo_charge": [-0.611, -0.381, -0.497, 0.697, -0.589, -0.625, 0.196, -0.297, -0.322, -0.174, 0.331, -0.625, 0.715, -0.568, -0.629, 0.274, -0.513, 0.155, -0.630, -0.463, 0.349, 0.425, 0.209, 0.210, 0.215, 0.212, 0.194, 0.226, 0.236, 0.425, 0.253, 0.271, 0.422, 0.228, 0.225, 0.217, 0.238]
}

---

# 3
{
  "formula": "C47H48ClFeIN5O4P2Si2",
  "method": "ωB97M-V with the def2-TZVPD basis set",
  "charge": -1,
  "multiplicity": 1,
  "e_lumo_ev": [1.67, 1.66],
  "e_tot_ev": -154507.4615,
  "homo_lumo_gap_ev": [6.0783, 6.0727],
  "elements": ["Fe", "C", "Si", "C", "C", "N", "P", "C", "P", "N", "Si", "C", "C", "C", "C", "C", "C", "C", "C", "C", "C", "C", "C", "C", "C", "C", "C", "C", "C", "C", "C", "C", "C", "C", "C", "C", "C", "C", "H", "H", "H", "H", "H", "H", "H", "H", "H", "H", "H", "H", "H", "H", "H", "H", "H", "H", "H", "H", "H", "H", "H", "H", "H", "H", "H", "H", "H", "H", "H", "H", "H", "H", "H", "H", "H", "H", "O", "C", "O", "C", "C", "Cl", "N", "N", "C", "C", "O", "O", "C", "C", "C", "C", "C", "C", "H", "H", "H", "H", "H", "H", "I", "C", "C", "C", "C", "N", "C", "H", "H", "H", "H"],
  "positions_angstrom": [[1.02862, -0.21908, 0.38459], [0.40983, -3.81032, 3.85913], [0.79222, -3.05270, 2.16357], [2.64876, -3.26558, 1.89623], [-0.00633, -4.11262, 0.83510], [0.44046, -1.39449, 2.05680], [-0.88903, -0.46931, 2.28728], [-0.72341, 0.94090, 1.47926], [0.00214, 2.18640, 0.72530], [0.96311, 1.71149, -0.50778], [1.09878, 2.33240, -2.08454], [-0.43405, 2.07110, -3.14154], [1.52468, 4.17812, -2.16674], [2.49907, 1.49243, -3.03287], [-1.18343, 3.45841, 0.13408], [-0.89344, 4.81927, 0.10964], [-1.82503, 5.73219, -0.36884], [-3.05815, 5.29045, -0.82762], [-3.36114, 3.93405, -0.79717], [-2.43069, 3.02757, -0.31272], [1.04537, 3.18990, 1.86307], [0.53258, 3.48560, 3.12680], [1.30281, 4.15774, 4.06383], [2.60180, 4.54409, 3.74840], [3.11834, 4.25867, 2.49309], [2.34124, 3.58477, 1.55617], [-1.20055, -0.24362, 4.10179], [-0.19938, 0.36275, 4.86508], [-0.37885, 0.65360, 6.20648], [-1.59124, 0.36532, 6.82209], [-2.61323, -0.19435, 6.07418], [-2.42159, -0.49026, 4.72800], [-2.35270, -1.44924, 1.78395], [-3.02568, -1.12047, 0.61443], [-4.05124, -1.92605, 0.13707], [-4.42356, -3.06619, 0.83384], [-3.76180, -3.40296, 2.00838], [-2.72840, -2.60316, 2.47284], [1.24297, -4.42822, 4.20694], [0.24069, -3.02751, 4.60643], [-0.48056, -4.44439, 3.82764], [2.96467, -4.27864, 2.16564], [2.89208, -3.11557, 0.83881], [3.23276, -2.55592, 2.49358], [0.32782, -5.15366, 0.91260], [-1.09698, -4.09734, 0.88769], [0.28192, -3.74462, -0.15389], [-1.19910, 2.82454, -2.92770], [-0.19662, 2.12449, -4.20907], [-0.86638, 1.08678, -2.93410], [0.62355, 4.79160, -2.24674], [2.07685, 4.51818, -1.28457], [2.14386, 4.37949, -3.04725], [2.31352, 0.42867, -3.20536], [2.55101, 1.97483, -4.01561], [3.48294, 1.60330, -2.56217], [0.06790, 5.17011, 0.46661], [-1.58788, 6.78997, -0.38126], [-3.78387, 6.00319, -1.20171], [-4.32580, 3.58529, -1.14775], [-2.65595, 1.96832, -0.26107], [-0.46664, 3.14319, 3.37689], [0.89629, 4.36806, 5.04667], [3.20870, 5.06087, 4.48224], [4.13089, 4.55905, 2.24423], [2.73590, 3.34765, 0.57372], [0.72196, 0.65782, 4.38730], [0.42314, 1.12017, 6.76749], [-1.74231, 0.59314, 7.87086], [-3.57290, -0.39885, 6.53518], [-3.24430, -0.90557, 4.16368], [-2.70417, -0.24698, 0.06379], [-4.54663, -1.67310, -0.79260], [-5.21943, -3.70012, 0.46034], [-4.04253, -4.29551, 2.55593], [-2.20611, -2.88279, 3.38042], [-0.00631, -3.48177, -4.26727], [1.29510, -3.42530, -4.16487], [2.03820, -4.04215, -4.89299], [1.84283, -2.56185, -3.07029], [3.18115, -2.34560, -2.84124], [4.52199, -3.04874, -3.61162], [3.30923, -1.50850, -1.77362], [2.08164, -1.20825, -1.26594], [1.20663, -1.81590, -2.04881], [-0.25156, -1.58428, -1.75074], [-1.10847, -2.05346, -2.52717], [-0.47652, -0.90664, -0.72871], [4.47375, -0.82020, -1.32399], [5.41538, -0.39382, -2.16078], [6.63737, 0.24732, -1.66486], [6.86982, 0.44206, -0.37098], [5.85634, 0.09507, 0.66919], [4.53229, -0.53057, 0.13158], [-0.46846, -2.88768, -3.56429], [5.29951, -0.52858, -3.22392], [7.38235, 0.53817, -2.39541], [7.80683, 0.87651, -0.03765], [6.30849, -0.48716, 1.47493], [4.20513, -1.39745, 0.70219], [3.82805, 1.03648, 5.45325], [3.94841, 0.93750, 3.37378], [5.00177, 1.39499, 2.71315], [5.04256, 1.30874, 1.22355], [3.75751, 0.73423, 0.57376], [2.63515, 0.36366, 1.41068], [2.76143, 0.39941, 2.68311], [5.85009, 1.83232, 3.22933], [5.36418, 2.26092, 0.79429], [3.35595, 1.32407, -0.24745], [1.93603, -0.00967, 3.25184]],
  "lowdin_charge": [0.420, -0.178, 0.323, -0.180, -0.149, -0.283, 0.682, -0.395, 0.652, -0.275, 0.328, -0.159, -0.172, -0.168, -0.267, -0.097, -0.095, -0.102, -0.089, -0.084, -0.281, -0.084, -0.092, -0.112, -0.098, -0.100, -0.242, -0.105, -0.095, -0.105, -0.093, -0.083, -0.274, -0.075, -0.072, -0.097, -0.098, -0.135, 0.017, 0.018, 0.015, 0.027, 0.007, 0.018, 0.032, 0.020, 0.017, 0.017, 0.027, 0.025, 0.015, 0.009, 0.021, 0.015, 0.031, 0.017, 0.102, 0.097, 0.094, 0.099, 0.091, 0.109, 0.100, 0.095, 0.100, 0.083, 0.048, 0.085, 0.094, 0.097, 0.092, 0.078, 0.102, 0.095, 0.098, 0.091, 0.118, -0.526, 0.051, -0.040, -0.570, 0.819, -0.032, 0.137, -0.114, -0.546, 0.046, -0.047, -0.168, -0.043, -0.065, -0.054, -0.166, -0.107, 0.046, 0.090, 0.101, 0.108, 0.147, 0.127, 0.902, -0.676, -0.120, -0.170, -0.206, 0.033, -0.173, 0.106, 0.147, 0.112, 0.060]
}

---

# 4
{
  "formula": "C3H8NOP",
  "method": "ωB97M-V with the def2-TZVPD basis set",
  "charge": 0,
  "de_lowest_kcal_mol": 50.7,
  "multiplicity": 1,
  "e_lumo_ev": 0.06,
  "e_tot_ev": -16064.8559,
  "homo_lumo_gap_ev": 8.5107,
  "elements": ["C", "C", "C", "N", "O", "P", "H", "H", "H", "H", "H", "H", "H", "H"],
  "positions_angstrom": [[0.54928, -0.32962, 0.08279], [0.26453, -1.62212, 0.93460], [-0.21673, -0.29768, -1.19325], [-0.55029, 2.26384, 0.28493], [1.84516, 0.05212, -0.01656], [0.28675, 1.25344, 1.18921], [0.74623, -1.57494, 1.94896], [0.40850, -2.51653, 0.40073], [-0.74881, -1.62410, 1.10139], [-1.32030, 0.12549, -0.97069], [-0.19834, -1.23593, -1.61030], [0.17191, 0.40539, -1.85574], [-0.27734, 3.23239, 0.35016], [-0.96053, 1.86825, -0.64623]],
  "nbo_charge": [0.092, -0.641, -0.632, -1.167, -0.704, 0.975, 0.219, 0.209, 0.198, 0.171, 0.227, 0.221, 0.414, 0.418]
}

---

# 5
{
  "formula": "C34H28Br2ClN4O3Zr",
  "method": "ωB97M-V with the def2-TZVPD basis set",
  "charge": 1,
  "de_lowest_kcal_mol": 30.4,
  "multiplicity": 1,
  "e_lumo_ev": -3.17,
  "e_tot_ev": -201704.2287,
  "homo_lumo_gap_ev": 7.4177,
  "elements": ["Zr", "C", "C", "C", "C", "C", "C", "C", "C", "C", "C", "C", "C", "C", "C", "C", "N", "H", "H", "H", "H", "H", "H", "H", "H", "H", "H", "Br", "C", "C", "C", "Br", "C", "C", "C", "C", "N", "C", "C", "O", "H", "H", "H", "H", "N", "C", "C", "C", "N", "H", "H", "H", "H", "H", "H", "H", "H", "H", "H", "Cl", "C", "C", "C", "C", "C", "C", "C", "O", "O", "H", "H", "H", "H"],
  "positions_angstrom": [[0.03431, -0.16770, -0.12067], [4.58394, -1.03622, -0.24967], [5.02164, -0.29771, 0.83828], [4.12025, 0.50607, 1.50871], [2.78261, 0.54768, 1.11037], [2.28044, -0.27243, 0.07684], [3.24163, -1.02252, -0.60500], [1.84660, 1.40553, 1.85053], [2.29505, 2.51089, 2.61497], [1.42500, 3.19597, 3.40000], [0.08842, 2.75188, 3.51347], [-0.82739, 3.31862, 4.42381], [-2.08393, 2.79973, 4.55824], [-2.46921, 1.69532, 3.78041], [-1.61725, 1.15271, 2.85553], [-0.31261, 1.66938, 2.69216], [0.55791, 1.07807, 1.79925], [5.28598, -1.64308, -0.80762], [6.05444, -0.34400, 1.15648], [4.45260, 1.08251, 2.36251], [2.95236, -1.62528, -1.45598], [3.32734, 2.81776, 2.54386], [1.75209, 4.06095, 3.96409], [-0.50468, 4.15524, 5.03106], [-2.77655, 3.22239, 5.27346], [-3.44955, 1.25874, 3.92691], [-1.90101, 0.28389, 2.28531], [-1.30499, -2.34941, 4.15913], [-0.35332, -3.22191, 2.78073], [0.14112, -4.51885, 2.97505], [0.81627, -5.15473, 1.97029], [1.47731, -6.90432, 2.27631], [1.00105, -4.53579, 0.71210], [1.64426, -5.11314, -0.40287], [1.68209, -4.42617, -1.58655], [1.09393, -3.15605, -1.66959], [0.52959, -2.56085, -0.64393], [0.48350, -3.23343, 0.54003], [-0.17175, -2.54298, 1.59304], [-0.61789, -1.32254, 1.35886], [-0.02294, -5.00973, 3.92371], [2.08506, -6.09613, -0.31180], [2.15448, -4.85798, -2.45717], [1.07322, -2.62128, -2.61221], [-1.59789, 1.90952, -0.11729], [-3.05228, 2.08786, 0.08204], [-3.86509, 1.07161, -0.70758], [-3.65317, -0.36773, -0.25430], [-2.36206, -0.89724, -0.72916], [-1.11207, 2.51810, 0.53513], [-1.36306, 2.28110, -1.02947], [-3.35768, 3.09579, -0.21108], [-3.27371, 1.97503, 1.14035], [-3.63193, 1.14308, -1.77647], [-4.91980, 1.32550, -0.59474], [-4.48136, -0.97769, -0.62259], [-3.67039, -0.42223, 0.83639], [-2.37851, -0.94037, -1.74361], [-2.28557, -1.86140, -0.41817], [-0.80482, 2.84831, -7.98279], [-0.50928, 2.25613, -6.39162], [0.57856, 1.42876, -6.15332], [0.81833, 0.96439, -4.87184], [-0.01935, 1.33396, -3.82728], [-1.11509, 2.15183, -4.07877], [-1.36612, 2.61124, -5.35952], [0.18630, 0.78976, -2.45538], [-0.10171, -0.43201, -2.22512], [0.58331, 1.49819, -1.49491], [1.23179, 1.14546, -6.96684], [1.66091, 0.31173, -4.68062], [-1.78912, 2.42911, -3.27604], [-2.22054, 3.24309, -5.55783]],
  "lowdin_charge": [1.884, -0.067, -0.064, -0.028, -0.199, -0.170, -0.106, -0.196, 0.016, 0.026, -0.146, -0.016, -0.057, -0.060, -0.072, -0.201, 0.034, 0.108, 0.111, 0.109, 0.076, 0.116, 0.130, 0.122, 0.113, 0.118, 0.071, 0.829, -0.581, -0.149, -0.610, 0.809, -0.175, 0.002, -0.019, -0.123, 0.038, -0.146, -0.378, -0.317, 0.104, 0.090, 0.117, 0.119, -0.005, -0.220, -0.175, -0.226, -0.043, 0.086, 0.064, 0.123, 0.095, 0.110, 0.121, 0.120, 0.116, 0.092, 0.089, 0.710, -0.663, -0.081, -0.004, -0.135, -0.016, -0.085, -0.569, -0.140, -0.088, 0.114, 0.128, 0.108, 0.113]
}

---

> Which of these has the lowest charge?

C47H48ClFeIN5O4P2Si2